Record 1
Density functional theory data (the ωB97M-V functional and the def2-TZVPD basis) for a 2-piece molecular cluster, C3H11NOP overall.

XYZ file:
```
17
Properties=species:S:1:pos:R:3:forces:R:3:mulliken_charge:R:1
C 0.05320 1.47286 1.17069 -2.5 0.8 0.9 -0.99
C 0.20983 1.06706 -1.25431 0.9 2.9 0.1 -0.82
C -1.31821 -0.11595 0.13617 -0.4 0.7 0.1 -0.52
N -0.73407 1.14553 -0.02685 3.3 1.4 -2.2 -0.06
O 1.04151 -1.83692 -0.44510 -0.6 0.7 -0.3 -0.33
P 1.32600 -3.24229 -0.04856 1.6 0.6 -0.1 0.13
H -0.64008 1.62223 1.99519 0.0 0.5 0.0 0.38
H 0.60787 0.67032 1.43801 1.7 -2.8 0.5 0.42
H 0.72178 2.25100 1.03661 0.8 1.9 -0.5 0.41
H 1.07604 0.45981 -1.13815 0.0 -1.3 0.7 0.37
H -0.39646 0.72928 -2.08147 0.1 0.3 -0.3 0.37
H 0.74898 2.10232 -1.36050 -1.8 -1.5 -0.2 0.33
H -1.63485 -0.58162 -0.72234 -0.6 -1.2 -1.7 0.34
H -1.82661 -0.16083 1.02492 -1.1 -0.8 2.0 0.38
H -1.28831 1.98190 -0.29460 -0.5 -0.8 0.5 0.35
H 0.69025 -4.23439 -0.76717 -0.7 -0.5 0.2 0.12
H 1.36312 -3.33031 1.33745 -0.4 -0.7 0.3 0.10
```
Forces are in eV/Å.

The value obtained for the HOMO energy (spin up / spin down) is -14.0671 / -11.8038 eV. The total charge is +1. As for the orbital gap (spin up / spin down): 0.3656 / 0.2549 Ha. Its LUMO energy (spin up / spin down) is -0.1514 / -0.1789 Ha. The energy above the lowest of the compared OMol25 structures with the same formula, charge and spin comes out at 554.8 kJ/mol.



Record 2
Density functional theory data (the ωB97M-V functional and the def2-TZVPD basis) for a 2-piece molecular cluster, C3H11NOS overall.

XYZ file:
```
17
Properties=species:S:1:pos:R:3:forces:R:3:mulliken_charge:R:1
C 1.64959 1.39453 0.15533 -0.5 -0.1 0.7 -1.46
C 0.29556 0.84678 -0.30991 -0.2 -0.3 -0.3 0.25
C 0.50192 -0.44314 -1.10563 0.2 0.2 0.2 -0.82
S -0.86838 -0.85074 -2.19632 -0.1 -0.1 0.0 -0.21
N -0.65438 0.53467 0.75862 -0.3 0.1 0.1 -0.51
H 2.08270 2.07177 -0.56864 0.2 0.0 -0.2 0.34
H 1.52617 1.92342 1.10458 0.0 0.2 -0.2 0.40
H 2.32698 0.57147 0.38572 0.2 0.0 -0.2 0.36
H -0.23945 1.54265 -0.96359 0.3 0.2 0.1 0.40
H 0.67493 -1.22837 -0.37877 0.0 -0.4 0.1 0.35
H 1.39887 -0.41301 -1.71181 0.1 0.2 -0.3 0.41
H -1.78571 -0.70924 -1.22814 -0.1 0.0 -0.1 0.09
H -1.18286 1.35981 1.01259 0.1 -0.1 0.1 0.20
H -0.20241 0.18488 1.59604 0.0 0.0 0.0 0.24
H -1.55651 -2.99523 1.08463 -0.1 0.0 0.0 0.33
H -1.93443 -1.52424 0.86806 0.1 -0.3 0.5 0.30
O -2.03261 -2.26602 1.49725 0.1 0.3 -0.4 -0.67
```
Forces are in eV/Å.

The value obtained for the HOMO energy is -9.0628 eV. The SMILES is C[C@H](N)CS.O. The total charge is 0. As for the orbital gap: 0.3648 Ha. Its LUMO energy is 0.0317 Ha. The energy above the lowest of the compared OMol25 structures with the same formula, charge and spin comes out at 14.3 kJ/mol.



Record 3
Density functional theory data (the ωB97M-V functional and the def2-TZVPD basis) for a 2-piece molecular cluster, C3H11NOS overall.

XYZ file:
```
17
Properties=species:S:1:pos:R:3:forces:R:3:mulliken_charge:R:1
C 0.57530 2.14534 -0.31178 -1.1 -0.9 -0.4 -1.33
C -0.35610 0.97021 0.08874 -0.6 0.8 1.5 0.35
C 0.08000 0.28433 1.44743 0.3 0.6 -2.5 -0.66
S -0.76091 -1.23660 1.81701 -0.4 -1.1 1.4 -0.31
N -0.75997 0.02306 -0.92181 0.5 -0.3 0.6 -0.53
H 0.62771 2.83768 0.52294 0.5 0.0 0.1 0.36
H -0.02142 2.64359 -1.08179 0.5 0.2 -0.2 0.34
H 1.53055 1.83582 -0.72900 0.2 0.1 0.2 0.35
H -1.25660 1.53914 0.36974 -0.2 -0.4 0.0 0.21
H 1.12662 -0.00025 1.35042 0.2 0.3 0.2 0.33
H -0.06056 1.03541 2.21703 0.1 -0.2 0.3 0.36
H -1.54492 -1.50137 0.77559 0.0 0.6 -0.5 0.17
H -0.99279 0.45140 -1.79459 0.0 0.2 -0.4 0.22
H -0.06358 -0.69562 -1.04657 0.1 -0.2 -0.3 0.14
H 0.86512 -3.80745 -1.54562 -0.2 0.6 0.1 0.29
H 0.51783 -3.44485 -0.14420 -0.1 -0.1 1.3 0.30
O 0.49370 -3.07984 -1.01354 0.4 -0.4 -1.3 -0.58
```
Forces are in eV/Å.

The value obtained for the HOMO energy is -8.7163 eV. The SMILES is C[C@@H](N)CS.O. The total charge is 0. As for the orbital gap: 0.3477 Ha. Its LUMO energy is 0.0274 Ha. The energy above the lowest of the compared OMol25 structures with the same formula, charge and spin comes out at 55.4 kJ/mol.



Record 4
Density functional theory data (the ωB97M-V functional and the def2-TZVPD basis) for a 3-piece molecular cluster, C3H11NOS overall.

XYZ file:
```
17
Properties=species:S:1:pos:R:3:forces:R:3:mulliken_charge:R:1
C 1.45168 1.84531 1.06386 3.3 -0.8 -0.7 -0.87
N 0.77250 1.13996 -0.01871 -0.2 -2.2 -0.1 -0.37
C 0.33975 -0.17277 0.51564 0.3 -1.0 -0.3 -0.40
C -0.21444 -1.01211 -0.62164 -1.6 0.3 -0.8 -0.92
S -0.63672 -2.69246 -0.09238 5.0 -0.3 -0.5 -0.16
H 1.39249 2.93660 0.94301 -0.4 -0.5 0.7 0.30
H 1.24281 1.33303 2.00894 -0.8 1.1 0.1 0.32
H 2.57262 1.58659 1.04882 -1.1 0.6 -0.3 0.33
H 1.35356 0.76657 -0.81049 -0.1 1.6 1.0 0.24
H -0.39896 -0.11101 1.30957 -0.3 0.5 -0.1 0.35
H 1.15677 -0.80512 0.99070 -0.3 0.9 -0.5 0.37
H 0.38959 -0.99564 -1.55712 -0.1 -0.2 0.8 0.37
H -1.19193 -0.62598 -0.97448 0.4 0.2 0.3 0.33
H 1.24488 -2.91528 -0.14715 -4.1 -0.1 0.4 0.12
H -0.59708 2.41763 -0.33416 -0.5 0.2 0.3 0.42
H -1.06730 2.91344 -1.61210 -0.6 0.5 0.4 0.29
O -1.27901 3.05043 -0.66626 0.9 -0.7 -0.9 -0.71
```
Forces are in eV/Å.

The value obtained for the HOMO energy is -9.4755 eV. The total charge is 0. As for the orbital gap: 0.3189 Ha. Its LUMO energy is -0.0293 Ha. The energy above the lowest of the compared OMol25 structures with the same formula, charge and spin comes out at 293.6 kJ/mol.



Record 5
Density functional theory data (the ωB97M-V functional and the def2-TZVPD basis) for C3H11NOS2 as an isolated structure.

XYZ file:
```
18
Properties=species:S:1:pos:R:3:forces:R:3:mulliken_charge:R:1
N 1.29811 -0.25767 -1.85053 0.1 0.6 0.5 -0.78
C 0.64207 -0.64927 -0.55801 -0.4 -0.9 0.1 -0.31
C 0.54773 0.30846 0.56682 1.2 1.6 -2.8 -0.91
S -1.36343 1.39905 1.10696 -4.3 1.0 1.9 -0.51
S -2.55776 0.63083 -0.36264 -0.3 0.4 -0.4 -0.13
C -3.10826 -0.99916 0.18876 0.6 -0.5 0.5 -0.79
H 2.00721 0.44838 -1.64114 0.1 -0.3 0.1 0.32
H 0.58684 0.29684 -2.32497 0.1 -0.1 -0.1 0.32
H 1.07714 -1.55632 -0.11878 0.3 -0.2 -0.6 0.20
H -0.34431 -0.94796 -0.95135 -0.2 -0.2 0.4 0.14
H -0.02248 1.36141 0.19666 3.6 -2.1 0.6 0.05
H 0.86227 0.00525 1.56057 -0.4 0.4 0.0 0.65
H -2.61442 -1.77836 -0.39539 0.2 0.0 0.1 0.24
H -4.17510 -1.15429 0.03439 -0.1 0.3 0.2 0.32
H -2.81791 -1.11110 1.25137 -0.3 0.0 -0.5 0.23
H 3.58454 2.05158 1.25315 0.0 0.2 0.0 0.32
H 2.72836 0.84207 0.95195 0.2 0.0 -0.1 0.42
O 3.66939 1.11027 1.09216 -0.3 -0.2 0.0 -0.77
```
Forces are in eV/Å.

The value obtained for the HOMO energy (spin up / spin down) is -0.9532 / -2.6912 eV. The total charge is -1. As for the orbital gap (spin up / spin down): 0.1603 / 0.2238 Ha. Its expectation value of S² is 0.759. Its LUMO energy (spin up / spin down) is 0.1253 / 0.1249 Ha. Its spin multiplicity is 2. The energy above the lowest of the compared OMol25 structures with the same formula, charge and spin comes out at 302.1 kJ/mol.



Record 6
Density functional theory data (the ωB97M-V functional and the def2-TZVPD basis) for a 2-piece molecular cluster, C3H11NOS2 overall.

XYZ file:
```
18
Properties=species:S:1:pos:R:3:forces:R:3:mulliken_charge:R:1
N 2.63824 -0.97654 -0.50906 1.5 -1.2 -0.4 -0.50
C 1.74560 -1.48846 0.46460 -2.4 1.7 0.1 -0.55
C 0.26816 -1.19716 0.11936 -1.0 -1.2 -1.0 -0.54
S -0.49970 0.42508 0.12551 0.1 0.6 0.1 -0.08
S 1.00000 1.76602 -0.21899 -0.1 -0.2 1.1 -0.15
C 1.33497 2.27426 1.54813 -1.3 -0.2 0.1 -0.77
H 2.70901 0.00469 -0.64350 -0.4 0.6 0.2 0.25
H 2.55297 -1.44154 -1.40177 0.0 0.0 0.1 0.23
H 1.74234 -2.56259 0.51247 0.7 -0.5 0.3 0.33
H 1.80531 -1.02815 1.45757 1.0 -0.3 0.0 0.28
H 0.05170 -1.53277 -0.91349 0.3 -0.3 0.5 0.32
H -0.39378 -1.76794 0.79812 0.2 0.1 -0.3 0.33
H 0.81018 1.61775 2.33242 0.7 0.9 -1.6 0.27
H 2.39126 2.29897 1.77242 0.3 0.1 -0.1 0.30
H 0.87685 3.27041 1.50407 0.4 -0.2 0.8 0.31
H -6.38907 0.90899 -2.40666 -0.1 -0.1 0.2 0.32
H -6.50148 -0.57418 -1.92987 -0.1 0.3 0.0 0.32
O -6.14257 0.00318 -2.61132 0.2 -0.2 -0.2 -0.64
```
Forces are in eV/Å.

The value obtained for the HOMO energy is -8.5209 eV. The SMILES is CSSCCN.O. The total charge is 0. As for the orbital gap: 0.3387 Ha. Its LUMO energy is 0.0256 Ha. The energy above the lowest of the compared OMol25 structures with the same formula, charge and spin comes out at 80.4 kJ/mol.



We obtain energy values of -16104.701 -17662.273 -17661.848 -17659.379 -28494.547 -28496.763 eV for the records listed above, in that order.